# 1
DFT (ωB97M-V with the def2-TZVPD basis set) results for an isolated ion of composition C3H4N3 and charge +1 in a non-equilibrium geometry.

## Properties
HOMO energy (eV): -16.6
Kohn-Sham gap (eV): 10.811
F_max (eV/A): 6.6
ΔE to the lowest compared entry with this formula, charge and spin (kcal/mol): 41.8
SMILES: c1nc2[n+]([nH]1)C2
E_tot (eV): -7634.4943

ORCA input file:
```
! wB97M-V def2-TZVPD RIJCOSX def2/J DEFGRID3
* xyz 1 1
C 0.03 -0.60 1.38
C 0.46 0.92 0.05
C 0.37 0.77 -1.34
N 0.91 0.38 1.18
N -0.86 -0.79 0.44
N -0.66 0.32 -0.42
H 0.23 -1.14 2.28
H 0.04 1.38 -2.16
H 1.15 0.11 -1.91
H -1.65 -1.34 0.51
*
```

***

# 2
DFT (ωB97M-V with the def2-TZVPD basis set) results for an isolated molecule of C18H13Cl2NO in a non-equilibrium geometry.

## Properties
HOMO energy (eV): -8.3
Kohn-Sham gap (eV): 8.439
F_max (eV/A): 2.4
ΔE to the lowest compared entry with this formula, charge and spin (kcal/mol): 0.0
SMILES: O=c1ccccn1C(c1ccc(Cl)cc1)c1ccc(Cl)cc1
E_tot (eV): -47457.5278

ORCA input file:
```
! wB97M-V def2-TZVPD RIJCOSX def2/J DEFGRID3
* xyz 0 1
Cl -5.45 2.33 1.00
C -3.85 1.75 0.86
C -3.72 0.35 0.74
C -2.43 -0.17 0.67
C -1.33 0.68 0.48
C -0.03 -0.10 0.68
C 1.26 0.75 0.74
C 2.41 -0.05 0.73
C 3.69 0.50 0.69
C 3.82 1.89 0.85
Cl 5.41 2.51 0.69
C 2.69 2.73 0.82
C 1.40 2.16 0.92
C -1.54 2.05 0.19
C -2.80 2.61 0.48
H -4.57 -0.32 0.84
H -2.26 -1.25 0.65
H -0.08 -0.69 1.68
H 2.26 -1.13 0.70
H 4.53 -0.17 0.62
H 2.82 3.83 0.84
H 0.55 2.86 1.14
H -0.79 2.67 -0.33
H -2.94 3.70 0.46
N 0.10 -1.25 -0.56
C 0.57 -2.54 -0.15
O 0.94 -2.68 1.03
C 0.63 -3.70 -1.08
C 0.10 -3.69 -2.35
C -0.47 -2.44 -2.65
C -0.43 -1.33 -1.83
H 1.17 -4.53 -0.65
H 0.16 -4.57 -3.01
H -0.91 -2.33 -3.62
H -0.91 -0.45 -2.27
*
```

***

# 3
DFT (ωB97M-V with the def2-TZVPD basis set) results for a 14-piece molecular cluster, C16H60O22 overall in a non-equilibrium geometry.

## Properties
HOMO energy (eV): -9.5
Kohn-Sham gap (eV): 9.562
F_max (eV/A): 3.9
ΔE to the lowest compared entry with this formula, charge and spin (kcal/mol): 63.5
E_tot (eV): -62604.5610

ORCA input file:
```
! wB97M-V def2-TZVPD RIJCOSX def2/J DEFGRID3
* xyz 0 1
O -2.55 -3.82 -1.04
H -2.79 -4.62 -0.63
H -2.63 -3.14 -0.42
O -1.08 -3.54 1.42
H -1.00 -2.90 0.78
H -1.69 -3.12 2.07
O 0.78 1.70 2.52
H -0.08 1.27 2.47
H 1.13 1.60 1.67
O -0.44 -4.07 -2.81
H -0.64 -4.24 -3.72
H -1.25 -3.93 -2.30
O 1.74 -0.57 3.98
H 1.48 -1.27 3.35
H 1.50 0.22 3.50
O 1.32 -2.58 2.09
H 0.49 -3.00 1.94
H 1.95 -2.92 1.47
C 2.55 -4.63 -0.36
C 2.86 -4.42 -1.87
O 2.03 -5.15 -2.76
O 3.58 -3.98 0.38
H 2.41 -5.68 -0.11
H 1.64 -4.09 -0.07
H 3.91 -4.67 -2.11
H 2.57 -3.30 -2.10
H 1.15 -4.79 -2.62
H 3.95 -4.63 0.96
C 1.79 5.84 0.79
C 1.66 4.31 0.93
O 1.78 3.65 -0.27
O 2.09 6.68 1.98
H 0.89 6.28 0.39
H 2.55 6.23 0.09
H 0.72 4.11 1.41
H 2.54 4.03 1.54
H 2.08 2.74 -0.21
H 2.40 6.12 2.63
C -2.30 -1.41 -3.99
C -1.95 0.02 -3.76
O -0.69 0.10 -3.24
O -3.60 -1.56 -4.45
H -2.10 -2.10 -3.15
H -1.66 -1.73 -4.88
H -2.64 0.57 -3.10
H -1.94 0.60 -4.67
H -0.46 1.01 -3.04
H -3.57 -1.18 -5.33
C 1.61 -0.32 -0.55
C 0.16 -0.63 -0.14
O -0.31 -1.73 -0.87
O 2.07 0.68 0.30
H 1.74 0.02 -1.60
H 2.26 -1.18 -0.42
H -0.47 0.23 -0.26
H 0.04 -0.84 0.88
H -0.40 -1.61 -1.82
H 2.79 0.40 0.88
C -1.39 4.54 -1.54
C -1.15 3.06 -1.67
O -0.05 2.77 -2.53
O -2.17 4.61 -0.39
H -2.05 4.91 -2.38
H -0.56 5.25 -1.37
H -2.06 2.43 -1.86
H -0.70 2.71 -0.80
H 0.79 2.88 -2.04
H -1.96 5.41 0.05
C -3.47 -0.84 -0.70
C -4.82 -0.40 -0.34
O -5.56 0.09 -1.44
O -2.98 -1.24 0.54
H -2.95 0.03 -1.10
H -3.51 -1.56 -1.46
H -4.79 0.46 0.35
H -5.49 -1.10 0.16
H -5.07 0.67 -2.02
H -3.62 -1.71 1.03
C 6.05 -1.32 2.57
C 4.55 -1.23 2.16
O 4.07 0.10 2.30
O 6.02 -1.33 3.98
H 6.61 -0.53 2.08
H 6.58 -2.24 2.20
H 3.90 -1.95 2.74
H 4.50 -1.49 1.09
H 4.36 0.46 3.18
H 6.98 -1.40 4.15
C -3.42 2.83 2.81
C -2.34 2.31 1.79
O -1.84 1.04 2.21
O -4.61 2.19 2.41
H -3.60 3.86 2.58
H -3.15 2.51 3.82
H -1.49 3.05 1.77
H -2.71 2.26 0.74
H -2.17 0.30 1.67
H -4.77 2.47 1.48
*
```

***

# 4
DFT (ωB97M-V with the def2-TZVPD basis set) results for an isolated molecule of C3H10N2S in a non-equilibrium geometry.

## Properties
HOMO energy (eV): -8.8
Kohn-Sham gap (eV): 9.527
F_max (eV/A): 4.5
ΔE to the lowest compared entry with this formula, charge and spin (kcal/mol): 45.0
SMILES: NC[C@H](N)CS
E_tot (eV): -17086.6515

ORCA input file:
```
! wB97M-V def2-TZVPD RIJCOSX def2/J DEFGRID3
* xyz 0 1
C 0.47 -1.26 -1.29
C -0.13 -0.69 -0.02
C 0.80 0.42 0.48
H -0.27 -0.79 -3.27
H 1.25 0.02 -2.64
H -0.15 -2.26 -1.31
H 1.44 -1.63 -1.12
H 0.24 -1.52 0.62
H -2.13 -0.24 0.55
H -1.66 0.42 -0.91
H 1.00 1.26 -0.19
H 1.81 -0.06 0.47
H 0.88 2.32 1.99
N 0.35 -0.42 -2.42
N -1.54 -0.43 -0.23
S -0.05 1.10 1.84
*
```

***

# 5
DFT (ωB97M-V with the def2-TZVPD basis set) results for an isolated molecule of H4P4S in a non-equilibrium geometry.

## Properties
HOMO energy (eV): -8.4
Kohn-Sham gap (eV): 6.574
F_max (eV/A): 3.4
ΔE to the lowest compared entry with this formula, charge and spin (kcal/mol): 10.4
SMILES: PP(P)#P=S
E_tot (eV): -48053.6421

ORCA input file:
```
! wB97M-V def2-TZVPD RIJCOSX def2/J DEFGRID3
* xyz 0 1
P 0.79 1.85 -0.74
P -1.34 -0.15 1.23
P -0.01 -1.18 -1.77
P 0.51 -0.17 0.09
S 0.12 3.06 0.75
H -0.70 0.83 2.15
H -0.88 -1.07 2.05
H 0.51 -2.52 -1.31
H 0.99 -0.64 -2.46
*
```

***

# 6
DFT (ωB97M-V with the def2-TZVPD basis set) results for a 17-piece molecular cluster, C29H39Cl48N2O overall in a non-equilibrium geometry.

## Properties
⟨S²⟩: 0.755
HOMO energy (alpha / beta) (eV): -8.3 / -8.5
Kohn-Sham gap (alpha / beta) (eV): 8.182 / 8.438
F_max (eV/A): 10.4
ΔE to the lowest compared entry with this formula, charge and spin (kcal/mol): 189.1
E_tot (eV): -636797.2821

ORCA input file:
```
! wB97M-V def2-TZVPD RIJCOSX def2/J DEFGRID3
* xyz 0 2
C -0.09 -0.60 4.06
C 0.20 -0.29 2.69
C 0.41 -0.03 1.05
C 1.48 -1.18 0.58
C 2.50 -0.77 -0.63
N 3.70 0.05 -0.11
C 0.84 1.51 0.73
C -0.32 2.63 0.98
C 0.33 3.73 2.06
C -0.54 3.52 -0.42
N -1.65 2.15 1.45
O -1.83 2.20 2.77
C -2.17 0.92 0.78
C -3.12 1.24 -0.56
C -3.23 0.21 1.87
C -1.09 -0.24 0.39
H -0.37 -0.76 5.19
H 0.97 -2.22 0.31
H 2.16 -1.42 1.53
H 1.96 -0.22 -1.51
H 2.97 -1.76 -1.06
H 4.56 -0.18 -0.69
H 3.54 1.08 -0.29
H 1.79 1.74 1.42
H 1.23 1.69 -0.38
H 1.42 3.96 1.62
H 0.52 3.27 3.12
H -0.24 4.75 2.07
H -0.58 2.80 -1.35
H 0.38 4.27 -0.48
H -1.56 4.08 -0.33
H -2.56 1.85 -1.38
H -3.41 0.18 -0.98
H -4.09 1.75 -0.14
H -3.69 -0.71 1.27
H -2.64 -0.29 2.78
H -4.09 0.93 2.20
H -0.92 -0.15 -0.79
H -1.51 -1.34 0.54
C -3.68 3.01 -4.55
Cl -4.48 1.76 -5.52
Cl -4.68 3.47 -3.17
Cl -2.08 2.45 -4.01
H -3.53 3.90 -5.18
C -4.95 -3.44 3.07
Cl -4.72 -3.91 4.76
Cl -5.76 -1.87 2.96
Cl -3.39 -3.39 2.22
H -5.58 -4.19 2.59
C 1.18 -0.37 -4.74
Cl 2.87 -0.74 -4.36
Cl 0.45 0.59 -3.44
Cl 1.06 0.48 -6.28
H 0.63 -1.31 -4.82
C 7.02 -1.56 1.19
Cl 7.20 -0.36 2.48
Cl 5.42 -2.31 1.27
Cl 7.28 -0.81 -0.39
H 7.77 -2.34 1.34
C -7.24 4.34 -6.94
Cl -7.98 3.80 -5.42
Cl -5.87 5.41 -6.62
Cl -6.73 2.96 -7.92
H -7.99 4.91 -7.50
C 3.25 -3.10 4.58
Cl 1.61 -2.42 4.55
Cl 4.30 -2.14 5.64
Cl 3.22 -4.79 5.11
H 3.66 -3.06 3.57
C -7.03 -5.13 -0.43
Cl -8.32 -6.05 0.37
Cl -6.58 -3.72 0.55
Cl -5.62 -6.16 -0.72
H -7.41 -4.78 -1.39
C 6.72 2.86 0.36
Cl 8.41 2.49 0.74
Cl 5.99 3.82 1.66
Cl 6.60 3.72 -1.18
H 6.17 1.92 0.28
C 4.14 0.96 8.28
Cl 3.05 0.48 6.97
Cl 3.21 1.36 9.74
Cl 5.30 -0.33 8.63
H 4.69 1.84 7.97
C -8.93 8.46 -7.07
Cl -8.45 7.31 -8.33
Cl -8.87 7.69 -5.48
Cl -7.89 9.90 -7.11
H -9.96 8.78 -7.27
C -0.04 0.90 11.72
Cl -0.77 0.35 13.24
Cl 1.34 1.97 12.04
Cl 0.47 -0.49 10.74
H -0.79 1.46 11.16
C 7.80 3.24 5.07
Cl 6.51 2.32 5.86
Cl 8.26 4.65 6.04
Cl 9.21 2.21 4.77
H 7.43 3.59 4.10
C -4.97 -1.93 -6.79
Cl -6.15 -3.24 -6.89
Cl -5.65 -0.42 -7.42
Cl -4.41 -1.72 -5.12
H -4.10 -2.20 -7.41
C 0.42 -5.78 0.06
Cl 0.61 -4.58 1.35
Cl -1.18 -6.53 0.13
Cl 0.69 -5.04 -1.53
H 1.18 -6.56 0.20
C 3.58 -7.85 -2.81
Cl 2.60 -8.12 -1.35
Cl 4.10 -6.16 -2.90
Cl 4.97 -8.94 -2.82
H 2.96 -8.07 -3.68
C 4.28 -2.37 -7.94
Cl 4.95 -0.95 -7.11
Cl 4.77 -3.86 -7.11
Cl 2.52 -2.26 -8.03
H 4.68 -2.39 -8.95
*
```

***

# 7
DFT (ωB97M-V with the def2-TZVPD basis set) results for a 2-piece molecular cluster, C4H10B2 overall in a non-equilibrium geometry.

## Properties
HOMO energy (eV): -10.1
Kohn-Sham gap (eV): 10.219
F_max (eV/A): 3.3
ΔE to the lowest compared entry with this formula, charge and spin (kcal/mol): 38.6
SMILES: C#CBC.BC
E_tot (eV): -5658.8068

ORCA input file:
```
! wB97M-V def2-TZVPD RIJCOSX def2/J DEFGRID3
* xyz 0 1
B 2.75 -0.62 -0.58
B -2.66 0.55 0.58
C 0.62 0.56 0.63
C 1.38 -0.01 -0.10
C 4.04 0.09 0.00
C -2.56 1.67 -0.55
H 2.99 -1.62 -1.17
H -1.83 -0.44 0.48
H -0.10 0.80 1.28
H -3.42 0.77 1.42
H 4.21 -0.49 0.98
H 3.79 1.11 0.17
H 4.85 -0.19 -0.71
H -3.54 1.85 -0.84
H -1.82 1.37 -1.36
H -2.33 2.59 -0.05
*
```

***

# 8
DFT (ωB97M-V with the def2-TZVPD basis set) results for C26H38B3Br51O11S as an isolated structure in a non-equilibrium geometry.

## Properties
HOMO energy (eV): -8.4
Kohn-Sham gap (eV): 7.927
F_max (eV/A): 8.2
E_tot (eV): -3635128.0227

ORCA input file:
```
! wB97M-V def2-TZVPD RIJCOSX def2/J DEFGRID3
* xyz 0 1
C 0.48 -6.80 0.92
C 1.67 -5.76 0.96
C 1.29 -4.69 2.02
C 2.40 -3.62 2.21
O 2.76 -2.91 1.01
C 2.38 -1.58 0.94
B 3.49 -1.04 -0.14
O 3.26 -1.24 -1.50
O 4.61 -0.38 0.33
C 5.76 -1.08 -0.23
O 2.71 -0.78 2.10
S 1.39 -0.40 3.00
O 1.35 0.99 3.26
O 1.29 -1.09 4.25
O 0.31 -0.98 1.91
C 0.96 -1.09 0.59
C 0.02 -1.72 -0.45
B 0.25 -3.24 -0.91
O -0.61 -4.25 -0.58
O 1.37 -3.55 -1.68
C 0.94 0.44 0.14
B -0.50 1.10 0.38
O -0.85 1.72 1.63
O -1.49 1.09 -0.71
H 0.89 -7.82 0.82
H -0.03 -6.74 1.89
H -0.21 -6.60 0.09
H 2.56 -6.34 1.25
H 1.86 -5.34 -0.04
H 1.27 -5.23 2.99
H 0.29 -4.26 1.88
H 3.30 -4.21 2.51
H 2.13 -3.01 3.09
H 3.55 -2.12 -1.78
H 6.10 -0.56 -1.14
H 6.54 -1.05 0.54
H 5.51 -2.14 -0.44
H -1.01 -1.67 -0.04
H -0.01 -1.11 -1.37
H -1.23 -3.89 0.07
H 1.28 -3.14 -2.54
H 1.18 0.55 -0.94
H 1.67 1.08 0.67
H -1.50 1.17 2.08
H -1.70 0.17 -0.93
C -3.11 4.58 0.71
Br -3.05 5.69 -0.88
Br -4.91 4.48 1.43
Br -2.36 2.81 0.42
H -2.50 5.07 1.46
C 2.86 -4.38 -5.31
Br 1.50 -5.72 -5.53
Br 2.10 -2.61 -5.24
Br 3.98 -4.73 -3.78
H 3.49 -4.42 -6.19
C -5.05 6.37 5.51
Br -4.98 7.47 3.92
Br -6.84 6.26 6.23
Br -4.29 4.62 5.21
H -4.44 6.86 6.25
C 4.15 -6.67 5.24
Br 4.30 -5.54 3.68
Br 2.36 -6.67 5.95
Br 4.79 -8.46 4.90
H 4.79 -6.25 6.00
C -5.91 1.32 3.44
Br -7.07 0.37 4.65
Br -4.36 0.26 2.96
Br -6.86 1.96 1.89
H -5.55 2.19 3.97
C 3.71 4.19 1.59
Br 4.09 5.25 0.02
Br 1.87 4.33 2.14
Br 4.26 2.36 1.32
H 4.31 4.59 2.39
C -2.37 -5.93 -5.34
Br -2.21 -4.74 -6.86
Br -4.14 -5.89 -4.57
Br -1.82 -7.73 -5.79
H -1.68 -5.57 -4.58
C -1.73 -0.54 -6.11
Br -2.85 -0.86 -4.56
Br -2.76 0.09 -7.62
Br -0.26 0.64 -5.69
H -1.31 -1.50 -6.39
C -2.86 9.43 -2.84
Br -1.90 9.03 -1.22
Br -2.29 11.12 -3.60
Br -2.76 7.99 -4.12
H -3.90 9.54 -2.57
C -6.96 -2.98 7.60
Br -5.97 -3.42 6.00
Br -6.33 -1.35 8.41
Br -8.86 -2.93 7.27
H -6.78 -3.78 8.31
C 1.20 -10.55 6.37
Br -0.06 -11.45 7.52
Br 2.67 -11.69 5.87
Br 0.33 -9.78 4.82
H 1.61 -9.72 6.93
C -2.83 8.54 -8.48
Br -2.57 6.84 -7.58
Br -4.62 8.69 -9.18
Br -2.38 10.03 -7.34
H -2.16 8.56 -9.32
C -8.49 10.28 3.49
Br -7.60 9.86 5.15
Br -7.90 11.97 2.76
Br -8.32 8.84 2.21
H -9.55 10.38 3.71
C 0.84 11.91 0.32
Br 0.85 12.98 -1.29
Br -0.92 11.82 1.11
Br 1.57 10.15 0.01
H 1.48 12.40 1.03
C 2.43 6.01 -4.98
Br 3.07 5.47 -3.25
Br 3.36 7.58 -5.62
Br 2.51 4.56 -6.26
H 1.39 6.28 -4.87
C 8.67 -4.26 3.48
Br 9.70 -3.04 4.56
Br 8.18 -5.85 4.47
Br 7.13 -3.40 2.70
H 9.31 -4.58 2.67
C 2.42 -6.47 -9.80
Br 3.49 -5.03 -9.08
Br 0.59 -6.38 -9.18
Br 2.52 -6.56 -11.72
H 2.83 -7.40 -9.42
*
```

***

# 9
DFT (ωB97M-V with the def2-TZVPD basis set) results for C17H16I2N6OPt as an isolated structure in a non-equilibrium geometry.

## Properties
HOMO energy (eV): -7.9
Kohn-Sham gap (eV): 6.909
F_max (eV/A): 1.8
ΔE to the lowest compared entry with this formula, charge and spin (kcal/mol): 16.9
E_tot (eV): -48323.7551

ORCA input file:
```
! wB97M-V def2-TZVPD RIJCOSX def2/J DEFGRID3
* xyz 0 1
Pt 0.04 0.52 0.03
I 5.16 -0.20 0.37
C 3.77 0.01 1.91
C 4.16 -0.05 3.25
C 3.23 0.05 4.25
I 3.89 -0.06 6.24
C 1.86 0.19 3.95
C 0.80 0.27 4.89
C -0.49 0.37 4.46
C -0.77 0.37 3.09
N 0.19 0.30 2.19
C 1.49 0.24 2.58
C 2.44 0.19 1.54
O 2.06 0.29 0.30
H 5.21 -0.18 3.50
H 1.04 0.25 5.94
H -1.31 0.44 5.17
H -1.78 0.42 2.72
N 0.12 0.11 -2.17
C 1.16 -0.83 -2.65
C 1.41 -2.04 -1.75
C 0.29 -3.12 -1.77
C -0.42 -3.38 -0.45
N -1.26 -2.25 -0.04
H -0.81 -0.28 -2.31
H 0.17 0.98 -2.67
H 2.09 -0.25 -2.71
H 0.91 -1.20 -3.65
H 1.57 -1.68 -0.74
H 2.34 -2.50 -2.08
H 0.72 -4.06 -2.10
H -0.48 -2.85 -2.51
H 0.33 -3.54 0.33
H -1.01 -4.30 -0.55
H -1.69 -2.45 0.85
H -2.01 -2.13 -0.71
N -1.70 1.50 -0.19
C -2.17 2.56 -0.09
C -2.81 3.77 -0.01
C -3.30 4.40 -1.19
N -3.71 4.88 -2.16
C -2.98 4.40 1.26
N -3.10 4.89 2.30
*
```

***

F_max of number 6 (C29H39Cl48N2O)? 10.4 eV/A